1 | C4H11NO2S as an isolated structure, computed with the ωB97M-V functional and the def2-TZVPD basis.

Summary:
HOMO level = -8.918 eV
HOMO-LUMO gap = 9.132 eV
E_LUMO = 0.214 eV

ORCA input file:
```
! wB97M-V def2-TZVPD RIJCOSX def2/J DEFGRID3
* xyz 0 1
C 0.8445 -1.4855 0.1873
C 2.5150 0.5855 0.2498
C -1.5950 0.7788 -1.1212
C 1.1157 -0.0185 -0.2368
N -0.0015 0.9131 0.0460
O -2.7436 0.7656 1.2017
O -2.4949 -1.4486 -0.1179
S -2.9247 -0.0911 -0.2470
H 1.0486 -2.1320 -0.5332
H 1.3806 -1.7434 1.1683
H -0.1866 -1.5029 0.2991
H 3.2767 -0.1876 0.4665
H 2.3666 1.2244 1.0301
H 2.8660 1.0904 -0.5520
H -1.5955 1.8750 -1.2492
H -1.2724 0.4350 -2.0581
H 1.1027 -0.1968 -1.3751
H -0.3917 0.6825 0.9527
H -3.3103 0.4562 1.8892
*
```

***

2 | One molecule with the formula C4H11NO2S, computed with the ωB97M-V functional and the def2-TZVPD basis.

Summary:
HOMO level = -8.635 eV
HOMO-LUMO gap = 9.069 eV
E_LUMO = 0.434 eV

ORCA input file:
```
! wB97M-V def2-TZVPD RIJCOSX def2/J DEFGRID3
* xyz 0 1
N 1.4629 -0.2417 1.4628
C -0.0231 -0.2449 1.5767
C -0.6632 -0.0099 0.1668
S -2.3765 -0.1349 0.1970
C -0.2820 1.4259 -0.4163
O 1.0117 1.7552 -0.6271
C -0.2489 -1.1196 -0.8224
O 1.1616 -1.3519 -0.9789
H 1.7396 0.8462 1.3770
H 2.0011 -0.8567 0.8064
H -0.1991 0.5322 2.2862
H -0.3198 -1.1953 2.1164
H -2.7055 0.6189 -1.0121
H -0.7931 2.2427 0.1769
H -0.8012 1.5073 -1.4352
H 1.4336 0.9824 -0.9721
H -0.8290 -0.7152 -1.7316
H -0.7443 -1.9989 -0.4141
H 1.1751 -2.0417 -1.7562
*
```

***

Short version: 2 is the most stable of them.

***

1 | A 11-piece molecular cluster, C22H66O15 overall, computed with the ωB97M-V functional and the def2-TZVPD basis.

Summary:
HOMO level = -9.539 eV
HOMO-LUMO gap = 9.787 eV
E_LUMO = 0.248 eV

ORCA input file:
```
! wB97M-V def2-TZVPD RIJCOSX def2/J DEFGRID3
* xyz 0 1
O 2.3076 -4.6675 -2.7679
C 3.0268 -3.4708 -3.1637
C 2.0019 -2.4993 -3.9907
O 0.8864 -1.9962 -3.2950
H 1.3994 -4.4395 -2.5564
H 3.4997 -2.9894 -2.3077
H 3.9429 -3.8070 -3.6491
H 1.7315 -3.0540 -4.8891
H 2.7449 -1.7297 -4.1997
H 0.1543 -2.6099 -3.1999
O 2.9705 2.2919 -3.7590
C 1.7573 1.6834 -4.0777
C 1.0114 2.4828 -5.1686
O 0.9017 3.8759 -4.7940
H 2.7358 3.2090 -3.5994
H 1.9552 0.6471 -4.3519
H 1.1100 1.6382 -3.2019
H 0.0084 2.0579 -5.2100
H 1.5520 2.3813 -6.1096
H 0.2549 4.2355 -5.4055
O -3.1298 -1.8643 3.7456
C -2.8177 -3.2317 3.5416
C -2.5340 -3.6039 2.0891
O -1.2777 -2.9512 1.9050
H -2.2980 -1.4290 3.9465
H -2.0382 -3.5622 4.2280
H -3.6312 -3.9192 3.7734
H -3.3025 -3.2550 1.3993
H -2.4671 -4.6894 2.0161
H -0.6017 -3.6299 1.9666
O -0.7108 0.0389 -1.7756
C 0.0121 0.8417 -0.8301
C -0.7568 0.9747 0.4813
O -0.5989 -0.0269 1.4345
H -0.1558 -0.3421 -2.4600
H 1.0786 0.6212 -0.7836
H -0.0863 1.8415 -1.2529
H -1.8363 1.0727 0.3662
H -0.4580 1.9265 0.9205
H -0.7166 -0.8524 0.9588
C 1.6453 2.1011 4.4533
C 2.2686 1.7845 3.1316
O 2.2048 0.3523 2.9544
H 2.0750 1.4061 5.1747
H 0.6211 1.7478 4.5729
H 1.6038 3.1658 4.6827
H 3.3055 2.0993 3.0137
H 1.6976 2.2916 2.3538
H 1.3075 0.1058 2.7185
C -5.1867 1.9646 -2.8534
C -4.7631 1.7195 -1.3943
O -4.5298 0.3237 -1.2514
H -4.3525 1.6960 -3.5015
H -5.4912 2.9835 -3.0928
H -6.0946 1.4428 -3.1561
H -5.5231 2.1121 -0.7188
H -3.8946 2.3501 -1.2043
H -3.6518 0.1141 -0.9245
C 5.3228 -0.7851 -0.5076
C 4.7156 -0.1046 0.6709
O 3.9784 0.9882 0.1449
H 5.5772 -1.8182 -0.2710
H 6.2411 -0.4211 -0.9684
H 4.5741 -0.8051 -1.2995
H 5.3939 0.3411 1.3985
H 4.0245 -0.6810 1.2861
H 3.3731 1.2883 0.8269
C -3.4772 3.9000 1.7529
C -3.2041 2.8761 2.8729
O -2.2676 3.5051 3.6669
H -3.9233 4.8100 2.1541
H -4.1722 3.4332 1.0549
H -2.7174 4.1289 1.0056
H -2.8447 1.9294 2.4697
H -4.0749 2.6835 3.4996
H -2.7882 4.0543 4.2577
C 0.4150 5.0569 0.7827
C 0.6627 5.2044 2.3256
O 1.6861 6.2375 2.3370
H 0.0830 6.0041 0.3575
H -0.2862 4.2595 0.5366
H 1.3669 4.7638 0.3401
H 0.9312 4.2321 2.7387
H -0.2257 5.6474 2.7757
H 2.4864 5.9910 1.8676
C 1.9032 -3.2448 2.5431
C 1.7282 -4.6599 1.8315
O 0.3920 -5.1418 1.8394
H 2.1982 -3.4206 3.5776
H 0.9860 -2.6612 2.4640
H 2.7406 -2.7085 2.0967
H 2.3337 -5.4723 2.2333
H 1.9921 -4.6158 0.7749
H 0.3530 -5.9825 2.3014
C -2.4803 -3.3560 -1.9307
C -1.6355 -4.5470 -2.4594
O -0.2626 -4.3014 -2.1150
H -3.2326 -3.0153 -2.6421
H -1.8306 -2.5048 -1.7271
H -2.9555 -3.4847 -0.9581
H -1.6783 -4.6187 -3.5462
H -1.9478 -5.5379 -2.1296
H -0.3223 -4.4072 -1.1628
*
```

***

2 | A 11-piece molecular cluster, C22H66O15 overall, computed with the ωB97M-V functional and the def2-TZVPD basis.

Summary:
HOMO level = -9.759 eV
HOMO-LUMO gap = 9.771 eV
E_LUMO = 0.012 eV

ORCA input file:
```
! wB97M-V def2-TZVPD RIJCOSX def2/J DEFGRID3
* xyz 0 1
O 2.5956 -6.2451 -1.4519
C 1.8705 -7.3780 -1.7737
C 2.8292 -8.6178 -1.6844
O 3.9263 -8.3977 -2.5513
H 2.2115 -5.4516 -1.8321
H 0.9759 -7.4766 -1.1588
H 1.4863 -7.1970 -2.7775
H 2.3688 -9.5407 -2.0370
H 3.2126 -8.7684 -0.6752
H 4.4275 -7.5887 -2.4255
O 3.4373 6.0928 0.4090
C 4.6753 6.4236 0.9285
C 5.5769 5.1303 0.9990
O 5.8070 4.5511 -0.3044
H 3.4493 6.3276 -0.5218
H 5.2473 7.1524 0.3542
H 4.4963 6.7799 1.9430
H 5.3274 4.3663 1.7353
H 6.5979 5.3459 1.3140
H 5.1710 3.8320 -0.3049
O 0.9636 0.0645 -1.9989
C 0.6196 0.8021 -0.8331
C 1.4499 0.5008 0.4061
O 2.8398 0.6414 0.2258
H 1.9205 -0.0027 -2.0352
H 0.7917 1.8427 -1.1081
H -0.4599 0.6758 -0.7508
H 1.3520 -0.5545 0.6607
H 1.0637 1.0658 1.2545
H 3.2860 0.3062 1.0069
O 5.6712 2.0248 7.5387
C 4.4972 2.3953 6.7925
C 3.8750 1.1994 5.9636
O 4.9227 0.8608 5.0926
H 5.3970 1.6021 8.3558
H 3.7197 2.7375 7.4756
H 4.7146 3.1645 6.0514
H 2.9393 1.2914 5.4121
H 3.7622 0.3190 6.5962
H 5.7830 1.0429 5.4778
C 3.9410 -5.0279 5.0488
C 2.6309 -5.7873 5.2153
O 1.6503 -4.8271 5.6433
H 4.0983 -4.2996 5.8444
H 3.8869 -4.2872 4.2511
H 4.7871 -5.7099 4.9638
H 2.8180 -6.5698 5.9507
H 2.2928 -6.1842 4.2580
H 0.7574 -5.1780 5.6087
C -2.8888 -0.6330 5.3125
C -3.3350 0.6465 5.7960
O -3.0579 1.7797 4.9718
H -1.8131 -0.7617 5.1928
H -3.2904 -0.8469 4.3220
H -3.2209 -1.5096 5.8689
H -2.9214 0.8754 6.7781
H -4.3716 0.5209 6.1085
H -3.0842 2.6032 5.4646
C -5.2770 6.6661 -0.0466
C -4.1966 5.8741 0.7084
O -4.7395 4.5393 0.8427
H -4.9835 7.7072 -0.1806
H -6.2626 6.7662 0.4080
H -5.4155 6.4957 -1.1142
H -3.9200 6.3206 1.6635
H -3.2551 5.8037 0.1636
H -4.2371 4.0396 1.4904
C -3.2738 -4.7389 -0.2229
C -4.1689 -5.7128 0.5214
O -3.9031 -5.6132 1.9374
H -3.8462 -3.8135 -0.2875
H -2.9659 -5.1928 -1.1649
H -2.2764 -4.5100 0.1526
H -3.7212 -6.6333 0.1470
H -5.2368 -5.6501 0.3118
H -3.6659 -6.4507 2.3422
C -1.8784 -1.3931 -8.5353
C -2.2356 -2.2771 -7.4025
O -1.4667 -3.4459 -7.6376
H -2.4401 -0.4596 -8.5011
H -2.1516 -1.7774 -9.5180
H -0.8005 -1.2412 -8.5931
H -3.2975 -2.5141 -7.3371
H -2.0035 -1.8796 -6.4145
H -1.7515 -4.2230 -7.1511
C -7.6294 0.0005 -3.7923
C -6.6356 0.4477 -2.7463
O -6.4724 1.7945 -2.8577
H -7.2226 0.0044 -4.8035
H -8.4983 0.6581 -3.8158
H -7.9449 -1.0295 -3.6259
H -5.6435 0.0527 -2.9644
H -6.7639 0.0536 -1.7382
H -6.1892 2.1745 -2.0228
C 1.7269 6.2375 -6.6356
C 2.8779 5.5587 -5.9234
O 3.4062 6.4047 -4.9234
H 2.0711 7.0759 -7.2412
H 0.9391 6.4109 -5.9024
H 1.3654 5.5615 -7.4104
H 3.6322 5.2379 -6.6420
H 2.6085 4.5806 -5.5249
H 4.0646 5.9662 -4.3796
*
```

***

Short version: 1 is the most stable of them.

***

1 | One molecule with the formula C5H12N2, computed with the ωB97M-V functional and the def2-TZVPD basis.

Summary:
HOMO level = -8.777 eV
HOMO-LUMO gap = 9.672 eV
E_LUMO = 0.895 eV

ORCA input file:
```
! wB97M-V def2-TZVPD RIJCOSX def2/J DEFGRID3
* xyz 0 1
C 0.9437 -2.4291 -1.5594
C 0.8436 -1.9133 -0.1079
C 0.9401 -0.4426 0.2662
C 0.0727 0.4797 -0.6794
N -0.1331 1.8768 -0.2476
C -1.1096 2.0590 0.6552
N -1.5928 1.0978 1.6039
H 0.5224 -1.7371 -2.2812
H 0.2866 -3.2635 -1.8078
H 1.9112 -2.6988 -1.9590
H 1.6564 -2.4395 0.4062
H -0.1309 -2.2736 0.2267
H 0.6572 -0.2949 1.3231
H 1.9553 0.0120 0.1925
H 0.4954 0.3655 -1.6663
H -0.8864 -0.0003 -0.6792
H -1.4101 3.0485 0.9932
H -0.9337 0.4257 1.9059
H -2.1853 1.5119 2.4038
*
```

***

2 | C5H12N2 as an isolated structure, computed with the ωB97M-V functional and the def2-TZVPD basis.

Summary:
HOMO level = -7.631 eV
HOMO-LUMO gap = 8.157 eV
E_LUMO = 0.526 eV

ORCA input file:
```
! wB97M-V def2-TZVPD RIJCOSX def2/J DEFGRID3
* xyz 0 1
C -2.3625 1.1303 -0.7666
C -1.3328 2.2098 -0.7036
C 1.1702 -0.1191 0.1076
C 0.4555 -1.3849 0.6130
C 1.7911 -2.6911 0.4615
N 0.7307 -2.6500 -0.3087
N -0.4385 2.4616 0.1998
H -2.6775 0.7026 -1.7076
H -1.2045 0.8909 -0.8197
H -2.9193 0.8716 0.1222
H -1.4682 2.9012 -1.5533
H 2.2144 -0.3677 -0.0808
H 0.8286 0.2631 -0.8529
H -0.6072 -1.1351 0.5204
H 0.5511 -1.5307 1.7000
H 2.7877 -2.3874 0.1096
H 1.8168 -3.2072 1.4405
H -0.5596 3.3319 0.7092
H 1.2241 0.7103 0.8093
*
```

***

3 | One molecule with the formula C5H12N2, computed with the ωB97M-V functional and the def2-TZVPD basis.

Summary:
HOMO level = -7.908 eV
HOMO-LUMO gap = 9.060 eV
E_LUMO = 1.152 eV

ORCA input file:
```
! wB97M-V def2-TZVPD RIJCOSX def2/J DEFGRID3
* xyz 0 1
N -0.7531 1.8901 2.2946
C -0.2370 1.7643 1.0059
C -0.8116 1.1285 -0.0306
C 0.0423 0.6639 -1.1897
C 1.0456 -0.4304 -0.8946
C 0.5014 -1.5897 -0.0568
N -0.2086 -2.5734 -0.8851
H -1.6674 1.4858 2.4429
H -0.7023 2.8136 2.7036
H 0.7848 2.1297 0.9568
H -1.8769 1.3278 -0.0682
H 0.5590 1.5773 -1.5259
H -0.6114 0.4152 -2.0273
H 1.3540 -0.9437 -1.8113
H 1.9641 -0.0650 -0.4263
H -0.2132 -1.2082 0.6777
H 1.2887 -2.0942 0.5085
H 0.4205 -3.2127 -1.3490
H -0.8788 -3.0790 -0.3253
*
```

***

4 | One molecule with the formula C5H12N2, computed with the ωB97M-V functional and the def2-TZVPD basis.

Summary:
HOMO level = -8.944 eV
HOMO-LUMO gap = 9.899 eV
E_LUMO = 0.956 eV

ORCA input file:
```
! wB97M-V def2-TZVPD RIJCOSX def2/J DEFGRID3
* xyz 0 1
C 0.4071 2.0664 1.2932
C -0.2417 0.9981 0.4807
C -0.7195 1.7391 -0.8533
C 0.8581 0.0370 0.2248
N 0.8859 -1.1920 0.0230
C -0.2150 -2.0671 -0.1838
N 0.0760 -3.0296 -1.3023
H -0.2226 2.9952 1.2525
H 1.4223 2.3501 0.8727
H 0.5529 1.7988 2.3452
H -1.1261 0.4888 0.8364
H 0.2167 2.1041 -1.1228
H -1.2385 2.5301 -0.4870
H -1.2427 1.1391 -1.5402
H 1.8693 0.3370 0.1257
H -0.1310 -2.9006 0.7518
H -1.1346 -1.5923 -0.3850
H 0.7245 -4.0287 -0.9863
H -0.7412 -3.7734 -1.3453
*
```

***

Short version: 3 is the most stable of them.

***

1 | One molecule with the formula C5H12N2, computed with the ωB97M-V functional and the def2-TZVPD basis.

Summary:
HOMO level = -9.308 eV
HOMO-LUMO gap = 10.329 eV
E_LUMO = 1.021 eV

ORCA input file:
```
! wB97M-V def2-TZVPD RIJCOSX def2/J DEFGRID3
* xyz 0 1
C 2.4235 -1.2542 -0.8415
N 1.7870 -0.1667 -0.7506
C 1.3280 0.1584 0.6225
C -0.1120 -0.3376 0.8432
C -1.1132 0.3033 -0.1151
C -2.4733 -0.4501 -0.0378
N -1.4024 1.7539 0.0228
H 2.5457 -2.0181 -0.0569
H 2.8785 -1.4862 -1.8238
H 1.4260 1.2344 0.7533
H 1.9721 -0.2861 1.3281
H -0.4883 -0.2030 1.8730
H -0.0881 -1.4156 0.5969
H -0.6773 0.1514 -1.1081
H -3.2184 0.3111 -0.2881
H -2.6421 -0.9296 1.0161
H -2.5069 -1.1836 -0.8618
H -1.8321 1.8436 0.9635
H -0.5024 2.2502 -0.0468
*
```

***

2 | One molecule with the formula C5H12N2, computed with the ωB97M-V functional and the def2-TZVPD basis.

Summary:
HOMO level = -8.737 eV
HOMO-LUMO gap = 9.761 eV
E_LUMO = 1.024 eV

ORCA input file:
```
! wB97M-V def2-TZVPD RIJCOSX def2/J DEFGRID3
* xyz 0 1
H 1.4701 4.0046 -1.7367
N 1.6546 3.1669 -1.1924
C 0.6288 2.4215 -1.2965
N 0.5475 1.1520 -0.7773
C -0.7774 0.5599 -0.7266
C -0.8235 -0.8247 -0.0762
C -0.1339 -1.0386 1.2526
C 0.2663 -2.5241 1.4854
H -0.2523 2.6896 -1.8923
H 1.4747 0.9886 -0.4088
H -1.1409 0.4276 -1.7463
H -1.4416 1.2144 -0.1543
H -1.8927 -1.0641 -0.0268
H -0.6138 -1.5413 -0.8828
H 0.7736 -0.4483 1.3483
H -0.7963 -0.7349 2.0639
H -0.6486 -3.1064 1.4034
H 1.0738 -2.8821 0.8550
H 0.6318 -2.4607 2.5082
*
```

***

Short version: 2 is the most stable of them.